Formula: C14H50N18O13S2Si
Source: OMol25
Level of theory: the ωB97M-V functional and the def2-TZVPD basis

- Kohn-Sham gap: 8.9097 eV
- Lowest unoccupied orbital energy: 0.48 eV
- HOMO energy: -8.43 eV
- Total energy: -3613.43311 a.u.

```
! wB97M-V def2-TZVPD RIJCOSX def2/J DEFGRID3
* xyz 0 1
C -0.719 -0.500 0.756
Si -0.533 -2.270 1.285
C 0.013 -3.268 -0.197
C -2.202 -2.899 1.887
O 0.638 -2.323 2.507
C 1.144 -3.594 2.896
C 0.112 -4.379 3.710
O 0.796 -5.239 4.665
S 0.689 -4.808 6.209
O 1.770 -5.526 6.850
O 1.297 -3.270 6.018
S 0.367 -2.005 6.597
H 0.249 -0.020 0.581
H -1.303 -0.491 -0.162
H -1.243 0.075 1.530
H -0.288 -4.322 -0.176
H -0.500 -2.810 -1.054
H 1.083 -3.206 -0.415
H -2.409 -3.892 1.480
H -2.962 -2.214 1.492
H -2.281 -2.918 2.979
H 1.995 -3.430 3.567
H 1.524 -4.163 2.038
H -0.522 -3.650 4.229
H -0.543 -5.020 3.113
H 0.066 -1.474 5.396
C -1.146 1.536 -2.837
O -1.593 0.762 -2.004
N -1.059 2.878 -2.654
N -0.678 1.088 -4.051
H -0.683 3.514 -3.339
H -1.380 3.257 -1.777
H -0.717 0.099 -4.228
H -0.298 1.705 -4.743
C 2.035 0.711 4.558
O 1.632 1.507 3.724
N 2.368 1.103 5.827
N 2.167 -0.626 4.311
H 2.672 0.465 6.540
H 2.271 2.077 6.042
H 1.886 -0.985 3.405
H 2.502 -1.267 5.010
C 0.733 6.231 -3.145
O 0.184 5.265 -3.665
N 1.888 6.094 -2.435
N 0.239 7.490 -3.236
H 2.352 6.864 -1.993
H 2.255 5.168 -2.326
H -0.602 7.613 -3.765
H 0.689 8.300 -2.853
C 3.442 -2.410 8.855
O 3.287 -1.711 7.867
N 3.906 -1.899 10.039
N 3.164 -3.744 8.860
H 4.040 -2.452 10.863
H 4.116 -0.920 10.063
H 2.830 -4.172 8.012
H 3.287 -4.322 9.670
C 1.780 10.358 -5.489
O 1.524 9.840 -4.415
N 0.913 10.319 -6.543
N 2.956 11.014 -5.720
H 1.106 10.735 -7.434
H 0.045 9.837 -6.407
H 3.613 11.057 -4.965
H 3.187 11.442 -6.596
C -3.204 5.263 -0.318
O -2.097 4.795 -0.128
N -3.943 5.825 0.688
N -3.794 5.259 -1.552
H -4.858 6.208 0.554
H -3.534 5.827 1.603
H -3.279 4.835 -2.303
H -4.709 5.625 -1.728
C 1.864 -4.675 -3.416
O 2.168 -3.975 -2.466
N 0.745 -4.462 -4.166
N 2.639 -5.738 -3.810
H 0.504 -5.016 -4.964
H 0.163 -3.676 -3.936
H 3.468 -5.920 -3.277
H 2.410 -6.330 -4.584
C -4.629 -6.244 0.579
O -3.628 -5.568 0.723
N -5.137 -7.025 1.582
N -5.327 -6.274 -0.597
H -5.961 -7.586 1.484
H -4.647 -7.020 2.456
H -4.979 -5.705 -1.346
H -6.155 -6.819 -0.736
C -0.268 -1.272 -6.489
O -0.537 -1.961 -5.518
N -1.141 -1.090 -7.523
N 0.929 -0.625 -6.604
H -0.939 -0.522 -8.322
H -2.032 -1.545 -7.454
H 1.585 -0.745 -5.853
H 1.174 -0.049 -7.386
*
```

***

Formula: C7H8BrClO2S
Source: OMol25
Level of theory: the ωB97M-V functional and the def2-TZVPD basis

- Kohn-Sham gap: 9.6233 eV
- Lowest unoccupied orbital energy: 0.52 eV
- Relative energy (zero: lowest compared OMol25 entry of this formula, charge and spin): 0.0 kJ/mol
- HOMO energy: -9.11 eV
- Total energy: -3854.34421 a.u.

```
! wB97M-V def2-TZVPD RIJCOSX def2/J DEFGRID3
* xyz 0 1
C -1.000 2.104 -1.155
C -1.812 1.021 -0.788
C 0.137 1.909 -1.825
C -1.459 -0.324 -1.140
C 0.582 0.594 -2.120
C -0.214 -0.465 -1.741
C 1.256 -0.252 2.440
O -0.608 -1.554 1.464
O 1.331 -2.762 2.338
S 0.800 -1.585 1.294
Cl 0.971 1.158 1.450
Br 0.402 -2.253 -1.933
H -1.417 3.168 -0.911
H -2.772 1.267 -0.384
H 0.785 2.711 -2.080
H -2.042 -1.022 -0.625
H 1.497 0.437 -2.524
H 0.763 -3.558 2.282
H 0.537 -0.370 3.120
H 2.262 -0.222 2.839
*
```

***

Formula: C19H18N8O8
Source: OMol25
Level of theory: the ωB97M-V functional and the def2-TZVPD basis

- Kohn-Sham gap: 6.9892 eV
- Lowest unoccupied orbital energy: -1.52 eV
- Structure (SMILES): O=[N+]([O-])c1cc([N+](=O)[O-])c2no[n+]([O-])c2c1.CC(=O)N1CCN2CCN(C(C)=O)c3cncc1c32
- Relative energy (zero: lowest compared OMol25 entry of this formula, charge and spin): 77.2 kJ/mol
- HOMO energy: -8.51 eV
- Total energy: -1774.41661 a.u.

```
! wB97M-V def2-TZVPD RIJCOSX def2/J DEFGRID3
* xyz 0 1
O 0.952 -3.784 3.299
N 0.647 -2.637 2.900
O 1.470 -1.901 2.301
C -0.671 -2.090 3.148
C -1.662 -2.860 3.808
C -2.853 -2.265 4.239
N -3.783 -3.052 5.033
O -4.875 -2.594 5.411
O -3.406 -4.220 5.307
C -2.998 -0.827 4.038
N -3.654 0.046 4.856
O -3.152 1.299 4.505
N -2.249 1.206 3.447
O -1.703 2.196 2.985
C -2.054 -0.165 3.209
C -0.851 -0.734 2.825
H -1.484 -3.913 4.026
H 0.010 -0.104 2.607
C 4.886 2.782 0.034
C 3.513 2.267 0.407
O 3.068 2.318 1.552
N 2.780 1.772 -0.685
C 3.304 1.961 -2.031
C 2.182 2.151 -3.024
N 1.212 1.096 -2.899
C 0.264 1.093 -3.980
C -0.538 -0.185 -3.971
N -1.113 -0.439 -2.656
C -2.275 -1.226 -2.573
C -2.743 -1.780 -3.902
O -2.891 -1.426 -1.528
C -0.391 -0.055 -1.511
C -0.791 -0.373 -0.202
N -0.060 -0.027 0.854
C 1.121 0.604 0.728
C 1.591 1.039 -0.518
C 0.817 0.677 -1.653
H 5.442 2.052 -0.575
H 4.805 3.736 -0.512
H 5.445 2.975 0.951
H 3.924 2.859 -2.081
H 3.929 1.103 -2.333
H 1.715 3.146 -2.877
H 2.570 2.118 -4.053
H -0.414 1.968 -3.922
H 0.838 1.180 -4.915
H -1.327 -0.069 -4.720
H 0.103 -1.027 -4.287
H -1.943 -2.338 -4.414
H -3.577 -2.460 -3.713
H -3.111 -0.972 -4.553
H -1.712 -0.911 -0.015
H 1.690 0.785 1.631
*
```

***

Formula: C31H47NO3P2SSc
Source: OMol25
Level of theory: the ωB97M-V functional and the def2-TZVPD basis

- Kohn-Sham gap (spin up / spin down): 3.7546 / 3.7558 eV
- Lowest unoccupied orbital energy (spin up / spin down): -4.45 / -4.44 eV
- Relative energy (zero: lowest compared OMol25 entry of this formula, charge and spin): 978.3 kJ/mol
- HOMO energy (spin up / spin down): -8.20 / -8.19 eV
- Total energy: -3331.04318 a.u.

```
! wB97M-V def2-TZVPD RIJCOSX def2/J DEFGRID3
* xyz 1 1
Sc -0.184 1.240 -2.182
C -0.440 -2.893 2.489
C 0.844 -2.845 1.883
C 0.853 -1.425 3.692
C -0.441 -1.994 3.588
C 1.651 -1.954 2.641
C -1.593 -3.718 2.073
H -1.301 -4.472 1.334
H -2.386 -3.097 1.633
H -2.034 -4.237 2.935
C -1.574 -1.704 4.482
H -2.513 -2.073 4.054
H -1.678 -0.622 4.637
H -1.450 -2.168 5.473
C 1.270 -0.452 4.717
H 0.960 -0.783 5.719
H 0.816 0.535 4.539
H 2.358 -0.331 4.714
C 3.060 -1.606 2.393
H 3.662 -1.731 3.303
H 3.148 -0.556 2.077
H 3.484 -2.243 1.609
C 1.295 -3.591 0.691
H 1.989 -4.406 0.956
H 1.828 -2.931 -0.010
H 0.448 -4.038 0.157
C -1.657 1.083 -3.636
C -2.224 -0.335 -3.448
C -1.369 -1.491 -4.036
C -0.077 -1.815 -3.274
C 0.674 -0.620 -2.703
C 1.182 0.376 -3.546
C 0.594 0.720 -4.907
C -0.868 1.268 -4.915
H -1.141 -1.273 -5.087
H 0.581 -2.356 -3.979
H -1.982 -2.407 -4.076
H -1.395 0.786 -5.755
H -2.439 1.844 -3.498
H -3.154 -0.340 -4.053
H -0.840 2.340 -5.167
H 1.231 1.494 -5.363
H 2.157 0.829 -3.327
H 0.653 -0.148 -5.588
H -0.293 -2.537 -2.472
H 1.176 -0.828 -1.741
P -3.033 -0.794 -1.846
P 4.208 2.461 -0.125
C 1.542 2.921 -1.609
C 2.959 3.316 -1.325
H 0.841 3.569 -1.057
H 1.317 2.948 -2.711
H 3.527 3.301 -2.272
H 2.972 4.335 -0.892
C 4.720 3.867 0.937
H 5.067 3.426 1.881
H 3.862 4.515 1.143
H 5.541 4.429 0.480
C 5.691 2.411 -1.208
H 6.190 3.386 -1.239
H 5.412 2.084 -2.214
H 6.367 1.668 -0.769
C -4.718 -0.289 -1.655
H -5.060 -0.491 -0.629
H -5.348 -0.854 -2.357
H -4.829 0.786 -1.861
C -2.572 -2.330 -1.075
H -1.551 -2.311 -0.662
H -2.639 -3.170 -1.785
H -3.261 -2.545 -0.244
O -2.154 0.366 -1.022
C -1.551 0.682 0.165
N -0.346 1.197 -0.006
S 0.247 1.907 1.433
O 1.390 1.126 1.848
O 0.396 3.329 1.250
C -1.228 1.506 2.288
C -1.618 1.954 3.543
C -2.907 1.636 3.993
C -3.785 0.880 3.199
C -3.409 0.445 1.933
C -2.120 0.800 1.466
H -0.929 2.550 4.138
H -3.239 1.991 4.970
H -4.781 0.640 3.582
H -4.055 -0.147 1.287
*
```

***

Formula: C3H5NO
Source: OMol25
Level of theory: the ωB97M-V functional and the def2-TZVPD basis

- Kohn-Sham gap: 8.4634 eV
- Lowest unoccupied orbital energy: -1.13 eV
- Relative energy (zero: lowest compared OMol25 entry of this formula, charge and spin): 391.5 kJ/mol
- HOMO energy: -9.59 eV
- Total energy: -247.15810 a.u.

```
! wB97M-V def2-TZVPD RIJCOSX def2/J DEFGRID3
* xyz 0 1
O 2.080 0.281 0.238
C 0.960 0.001 -0.109
C -0.301 0.914 0.319
C -1.276 -0.154 0.290
N 0.473 -1.014 -0.838
H -0.079 1.425 1.255
H -0.409 1.613 -0.516
H -1.606 -0.512 1.276
H -0.809 -0.876 -0.700
H 1.138 -1.717 -1.142
*
```

***

Formula: C28H38GeN4O2Pb
Source: OMol25
Level of theory: the ωB97M-V functional and the def2-TZVPD basis

- Kohn-Sham gap: 5.0576 eV
- Lowest unoccupied orbital energy: -0.33 eV
- HOMO energy: -5.38 eV
- Total energy: -3728.88238 a.u.

```
! wB97M-V def2-TZVPD RIJCOSX def2/J DEFGRID3
* xyz 0 1
Pb -0.271 -0.382 -0.525
C 5.416 -4.733 -1.988
C 4.418 -3.796 -1.357
C 4.747 -2.529 -0.977
C 3.793 -1.672 -0.375
C 4.073 -0.310 -0.132
N 3.241 0.528 0.421
C 3.447 1.953 0.648
C 2.167 2.761 0.402
C 1.974 3.266 -1.047
N 0.638 3.032 -1.584
C -0.388 3.829 -1.431
C -1.728 3.450 -1.630
C -2.790 4.361 -1.392
C -4.086 3.943 -1.334
C -5.229 4.896 -1.089
C -4.323 2.540 -1.384
C -3.351 1.603 -1.589
C -3.663 0.193 -1.266
N -2.814 -0.701 -0.971
C -3.260 -1.894 -0.256
C -2.886 -3.252 -0.872
C -1.550 -3.388 -1.599
N -0.350 -3.039 -0.851
C 0.662 -3.791 -0.953
C 2.071 -3.402 -0.691
C 3.052 -4.179 -1.240
C 2.468 -2.151 -0.077
O 1.711 -1.455 0.639
C -2.019 2.067 -1.924
O -1.136 1.302 -2.381
H 6.430 -4.504 -1.660
H 5.397 -4.665 -3.079
H 5.207 -5.770 -1.723
H 5.758 -2.162 -1.135
H 5.027 0.098 -0.465
H 2.368 0.080 0.751
H 4.268 2.297 0.013
H 3.756 2.092 1.684
H 2.191 3.621 1.072
H 1.299 2.161 0.706
H 2.680 2.781 -1.722
H 2.164 4.339 -1.096
H 0.369 2.095 -1.926
H -0.175 4.828 -1.055
H -2.555 5.409 -1.230
H -4.992 5.894 -1.459
H -5.459 4.983 -0.025
H -6.136 4.561 -1.594
H -5.332 2.188 -1.183
H -4.732 0.000 -1.093
H -4.346 -1.864 -0.104
H -2.788 -1.805 0.727
H -3.647 -3.530 -1.606
H -2.935 -3.992 -0.069
H -1.565 -2.696 -2.449
H -1.470 -4.402 -2.010
H 0.564 -4.765 -1.457
H 2.758 -5.138 -1.663
C 0.217 -1.823 3.444
Ge -0.544 -0.040 3.112
C -2.213 0.006 4.169
C 0.677 1.204 4.059
C -0.847 0.436 1.312
H 0.357 -1.972 4.518
H 1.175 -1.936 2.945
H -0.452 -2.603 3.071
H -2.004 -0.052 5.241
H -2.850 -0.839 3.897
H -2.765 0.927 3.973
H 0.667 1.039 5.140
H 0.393 2.240 3.860
H 1.701 1.054 3.701
H -1.651 1.176 1.216
*
```

***

Formula: C3H4N2
Source: OMol25
Level of theory: the ωB97M-V functional and the def2-TZVPD basis

- Kohn-Sham gap: 10.5865 eV
- Lowest unoccupied orbital energy: 1.11 eV
- Structure (SMILES): c1cn[nH]c1
- Relative energy (zero: lowest compared OMol25 entry of this formula, charge and spin): 61.9 kJ/mol
- HOMO energy: -9.47 eV
- Total energy: -226.20159 a.u.

```
! wB97M-V def2-TZVPD RIJCOSX def2/J DEFGRID3
* xyz 0 1
C 0.646 0.753 0.100
C 1.071 -0.583 0.027
N 0.044 -1.423 -0.011
N -1.042 -0.630 0.002
C -0.718 0.698 0.040
H 1.195 1.681 0.122
H 2.087 -0.941 -0.018
H -1.950 -1.075 -0.011
H -1.334 1.520 -0.250
*
```

***

Formula: C24H17Cl2N2O3Tl
Source: OMol25
Level of theory: the ωB97M-V functional and the def2-TZVPD basis

- Kohn-Sham gap: 3.7389 eV
- Lowest unoccupied orbital energy: 4.25 eV
- Relative energy (zero: lowest compared OMol25 entry of this formula, charge and spin): 41.0 kJ/mol
- HOMO energy: 0.52 eV
- Total energy: -2352.88302 a.u.

```
! wB97M-V def2-TZVPD RIJCOSX def2/J DEFGRID3
* xyz -2 1
Tl -0.978 0.467 -0.390
Cl 1.726 2.593 6.562
C 1.417 2.274 4.866
C 1.111 3.337 4.022
C 0.893 3.087 2.693
C 0.945 1.775 2.123
O 0.897 1.608 0.876
C 1.136 0.698 3.069
C 1.069 -0.684 2.704
N 0.381 -1.192 1.746
C 0.328 -2.543 1.564
C 0.350 -3.457 2.627
C 0.267 -4.823 2.413
C 0.153 -5.325 1.135
C 0.080 -4.452 0.035
C -0.074 -4.920 -1.284
C -0.185 -4.005 -2.305
C -0.093 -2.650 -2.010
N 0.082 -2.171 -0.789
C 0.148 -3.040 0.236
C 1.439 0.980 4.403
H 1.057 4.345 4.417
H 0.652 3.898 2.019
H 1.670 -1.346 3.355
H 0.401 -3.085 3.642
H 0.299 -5.503 3.262
H 0.078 -6.393 0.966
H -0.091 -5.990 -1.466
H -0.308 -4.311 -3.334
H -0.177 -1.921 -2.796
H 1.651 0.162 5.081
Cl 3.283 5.310 -4.102
C 2.331 3.849 -4.027
C 1.714 3.415 -5.185
C 0.988 2.240 -5.141
C 0.871 1.527 -3.956
C 1.470 2.001 -2.797
C 2.212 3.170 -2.830
C 0.013 0.257 -3.941
O 0.087 -0.483 -4.930
O -0.706 0.107 -2.931
H 1.794 4.000 -6.092
H 0.490 1.866 -6.025
H 1.326 1.474 -1.863
H 2.671 3.555 -1.933
C -1.226 3.100 -1.187
H -0.333 3.538 -0.762
H -2.121 3.539 -0.754
H -1.235 3.203 -2.265
*
```

***

Formula: C27H36N4O3Sc
Source: OMol25
Level of theory: the ωB97M-V functional and the def2-TZVPD basis

- Kohn-Sham gap: 8.2816 eV
- Lowest unoccupied orbital energy: -2.28 eV
- Relative energy (zero: lowest compared OMol25 entry of this formula, charge and spin): 0.0 kJ/mol
- HOMO energy: -10.56 eV
- Total energy: -2255.96938 a.u.

```
! wB97M-V def2-TZVPD RIJCOSX def2/J DEFGRID3
* xyz 1 1
Sc 0.348 -0.955 -0.367
C 1.378 -1.550 2.708
N 0.660 -2.252 1.632
C 1.429 -3.465 1.240
C 2.896 -3.231 0.904
C 3.175 -2.463 -0.380
N 2.562 -1.135 -0.435
C 3.310 -0.134 -0.722
C 2.866 1.196 -1.091
C 3.820 2.226 -1.099
C 3.513 3.485 -1.559
C 2.238 3.717 -2.081
C 1.289 2.719 -2.115
C 1.565 1.442 -1.598
O 0.645 0.503 -1.626
C -0.657 -2.718 2.145
C -1.664 -1.604 2.428
C -2.541 -1.197 1.237
N -1.850 -1.363 -0.045
C -2.575 -1.747 -1.037
C -2.116 -2.165 -2.337
C -3.071 -2.332 -3.355
C -2.720 -2.838 -4.582
C -1.394 -3.229 -4.797
C -0.443 -3.105 -3.809
C -0.776 -2.552 -2.565
O 0.135 -2.433 -1.618
H 1.698 -2.257 3.483
H 0.736 -0.804 3.162
H 2.249 -1.033 2.312
H 0.918 -3.914 0.385
H 1.377 -4.181 2.072
H 3.347 -4.219 0.785
H 3.418 -2.769 1.744
H 2.760 -3.022 -1.224
H 4.255 -2.383 -0.534
H 4.393 -0.288 -0.755
H 4.818 2.010 -0.735
H 4.255 4.270 -1.550
H 1.996 4.693 -2.484
H 0.315 2.884 -2.559
H -0.475 -3.290 3.064
H -1.062 -3.417 1.410
H -1.144 -0.730 2.814
H -2.325 -1.937 3.229
H -2.851 -0.155 1.357
H -3.451 -1.802 1.228
H -3.658 -1.818 -0.891
H -4.100 -2.052 -3.155
H -3.458 -2.950 -5.364
H -1.110 -3.646 -5.755
H 0.580 -3.416 -3.971
O 0.045 0.654 1.098
C -0.547 1.741 1.284
C -1.457 2.289 0.216
C -2.620 3.153 0.695
C -2.218 4.602 0.959
C -0.914 4.717 1.748
C -0.810 3.701 2.876
N -0.348 2.377 2.435
H -1.806 1.420 -0.342
H -0.817 2.839 -0.481
H -3.055 2.709 1.595
H -3.408 3.126 -0.058
H -3.024 5.103 1.500
H -2.107 5.130 0.010
H -0.831 5.716 2.177
H -0.048 4.595 1.092
H -1.765 3.602 3.400
H -0.077 4.032 3.609
H 0.305 1.903 3.043
*
```